Record 1
Density functional theory data (ωB97M-V/def2-TZVPD) for a cluster of 2 separate species, C4H9NO2 in total.

CARTESIAN COORDINATES (ANGSTROEM)
O  -1.81397  0.73853  0.08524
O  1.84747  -1.19208  2.32634
N  -0.32331  -1.21197  1.66740
C  -0.83889  1.07470  -0.55390
C  0.96880  -0.79689  1.57995
C  1.29674  0.20473  0.47247
C  0.37427  0.20120  -0.76417
H  -0.55156  -1.78879  2.46303
H  2.32337  -0.01800  0.17300
H  0.04287  -0.82011  -0.98222
H  1.32488  1.20283  0.93032
H  -0.79870  2.09045  -0.99665
H  -1.07484  -0.73088  1.18499
H  -2.12103  0.21154  -2.72093
H  0.92690  0.57211  -1.63373
H  -1.58299  0.26264  -3.23117

Output
SMILES: NC(=O)CCC=O.[H][H]
Max |F|, eV Å⁻¹: 0.55
Relative energy (zero: lowest compared OMol25 entry of this formula, charge and spin), kcal per mole: 37.5

=====

Record 2
Density functional theory data (ωB97M-V/def2-TZVPD) for an isolated molecule of C4H9NO2.

CARTESIAN COORDINATES (ANGSTROEM)
O  1.13062  2.46929  1.11662
O  -1.61771  -0.78250  -0.62477
N  -0.87056  1.40015  1.08615
C  0.74161  -0.88403  0.05668
C  -0.44421  -1.58754  -0.61767
C  0.41555  1.58053  0.68306
C  0.93435  0.58278  -0.35359
H  -1.22053  1.99509  1.82181
H  1.63577  -1.46354  -0.19802
H  -0.68335  -2.51252  -0.07707
H  -0.16174  -1.90565  -1.63445
H  -1.41634  0.61217  0.75508
H  -1.54996  -0.17550  -1.37950
H  0.62412  -0.93321  1.14715
H  1.99879  0.80560  -0.43829
H  0.48359  0.79888  -1.34320

Output
SMILES: NC(=O)CCCO
Max |F|, eV Å⁻¹: 0.58
Relative energy (zero: lowest compared OMol25 entry of this formula, charge and spin), kcal per mole: 14.7

=====

Record 3
Density functional theory data (ωB97M-V/def2-TZVPD) for an isolated molecule of C4H9NO2 in a non-equilibrium geometry.

CARTESIAN COORDINATES (ANGSTROEM)
O  1.59989  1.35652  0.78010
O  0.04974  -1.65009  1.54487
N  0.64253  -1.09277  -0.74536
C  0.64300  -1.75440  0.48019
C  0.08907  0.29369  -0.66369
C  0.24259  1.14814  0.52129
C  -1.54865  0.13792  -0.64530
H  1.54501  1.59794  1.70379
H  1.20190  -2.68701  0.46778
H  -1.77845  -0.78757  -1.27528
H  1.21879  -1.21572  -1.54229
H  -1.89147  0.17309  0.33178
H  -1.78816  1.01539  -1.20668
H  0.52240  0.80914  -1.60642
H  -0.46294  2.00286  0.50081
H  -0.28526  0.65287  1.35440

Output
SMILES: C[C@@H](CO)NC=O
Max |F|, eV Å⁻¹: 5.28
Relative energy (zero: lowest compared OMol25 entry of this formula, charge and spin), kcal per mole: 63.3

=====

Record 4
Density functional theory data (ωB97M-V/def2-TZVPD) for an isolated molecule of C4H9NO2 in a non-equilibrium geometry.

CARTESIAN COORDINATES (ANGSTROEM)
O  -0.72588  -0.20967  0.47725
O  1.38090  1.29681  0.18452
N  1.50159  -0.96873  -0.05250
C  1.43833  0.19239  0.69432
C  -0.46192  0.04781  -1.01835
C  -1.62652  0.61569  1.22521
C  0.89316  -0.70412  -1.34043
H  -2.65204  0.47102  0.87051
H  -1.32726  1.66001  1.12244
H  0.75128  -1.65248  -1.86725
H  1.60973  -0.10437  -1.92960
H  -0.37940  1.09354  -1.40737
H  -1.65347  0.39938  2.32186
H  -1.32542  -0.42396  -1.46547
H  1.52266  0.04387  1.77918
H  1.05429  -1.75718  0.40568

Output
SMILES: COCCNC=O
Max |F|, eV Å⁻¹: 1.42
Relative energy (zero: lowest compared OMol25 entry of this formula, charge and spin), kcal per mole: 62.2

=====

Number 1: E -363.025745 Eh, gap between HOMO and LUMO 10.243 eV, HOMO level -9.72 eV. Number 2: E -363.062166 Eh, gap between HOMO and LUMO 10.246 eV, HOMO level -9.57 eV. Number 3: E -362.984697 Eh, gap between HOMO and LUMO 10.297 eV, HOMO level -9.47 eV. Number 4: E -362.986413 Eh, gap between HOMO and LUMO 10.543 eV, HOMO level -9.60 eV.